4 unconnected molecules or ions with the total composition C43H87FN5O6S. Source: the Open Molecules 2025 dataset; level of theory: ωB97M-V/def2-TZVPD.

Output
Frontier orbital gap (spin up / spin down), eV: 8.449 / 8.910
HOMO (spin up / spin down), Ha: -0.3356 / -0.3525
Lowest unoccupied orbital energy (spin up / spin down), eV: -0.68 / -0.68

```
! wB97M-V def2-TZVPD RIJCOSX def2/J DEFGRID3
* xyz 0 4
C 5.0651 -2.1477 2.8063
O 4.8948 -3.4444 2.1238
C 5.1845 -3.3386 0.6759
C 3.9588 -2.5244 -0.1014
C 4.5495 -1.1600 -0.8029
C 3.6022 0.1695 -0.6262
C 1.9817 -0.1622 -0.6154
C 1.1861 1.2571 -0.8211
C -0.4578 1.0762 -0.5728
C -0.9314 1.6883 0.9064
C -1.8648 0.5691 1.6770
C -3.3339 0.3596 0.9222
C -3.3920 -1.0320 0.0546
C -3.4198 -2.3267 1.1137
N -4.7294 -3.0716 1.1217
C -5.0769 -3.7226 -0.1891
C -3.8097 -4.1868 -1.1173
C -2.7546 -5.4037 -0.7991
N -3.6261 -3.4878 -2.3119
S -4.9358 -4.1125 2.5025
O -6.4205 -4.6478 2.4586
O -4.9031 -3.1682 3.7674
F -3.7707 -5.3616 2.6513
H 4.8156 -2.3389 3.9499
H 6.1590 -1.7565 2.6410
H 4.2725 -1.3627 2.4276
H 6.2502 -2.8718 0.4681
H 5.2238 -4.4550 0.2601
H 3.1524 -2.3055 0.7501
H 3.4169 -3.2253 -0.8741
H 5.6358 -0.9502 -0.3668
H 4.6510 -1.3555 -1.9652
H 3.7904 0.9486 -1.5057
H 3.8596 0.7613 0.3687
H 1.8072 -0.9284 -1.5118
H 1.7375 -0.6271 0.4304
H 1.2858 1.7142 -1.9042
H 1.5882 1.9992 -0.0002
H -0.6427 -0.0801 -0.5667
H -1.0456 1.6524 -1.4099
H 0.0558 1.8287 1.5614
H -1.4546 2.7366 0.8131
H -1.3297 -0.4800 1.7893
H -2.1064 0.9355 2.7801
H -3.6465 1.2765 0.2607
H -4.1269 0.2297 1.8044
H -4.4054 -0.9997 -0.5703
H -2.5347 -1.1481 -0.7466
H -3.3223 -1.8172 2.1897
H -2.4589 -3.0080 1.0152
H -5.7687 -2.9466 -0.7767
H -5.7635 -4.6916 -0.0656
H -1.8451 -5.2739 -1.5579
H -2.2849 -5.3752 0.2742
H -3.2228 -6.4634 -1.0701
H -4.3560 -2.7487 -2.4242
C -3.6330 7.8725 -2.2025
C -2.8359 6.6509 -1.6607
C -3.0365 6.5021 -0.1253
C -2.2251 7.4775 0.7195
C -0.7573 7.4754 0.3044
C -0.5711 7.7357 -1.2125
N -1.3957 6.8068 -2.0548
O -0.7960 5.5352 -2.0049
C -0.9281 9.2165 -1.5167
C 0.9507 7.6555 -1.5557
C -3.5328 5.4172 -2.3295
H -3.1075 8.3667 -3.0274
H -4.6097 7.5856 -2.6114
H -3.8347 8.6181 -1.4272
H -2.7560 5.4847 0.1824
H -4.0977 6.6123 0.1280
H -2.6444 8.4862 0.6439
H -2.3020 7.1958 1.7762
H -0.2179 8.2305 0.8893
H -0.3139 6.5079 0.5804
H -0.8484 9.4301 -2.5884
H -0.2420 9.8971 -0.9983
H -1.9261 9.5050 -1.1881
H 1.3956 6.6921 -1.2879
H 1.5187 8.4144 -1.0048
H 1.1228 7.8255 -2.6217
H -3.4121 5.4340 -3.4189
H -4.6087 5.4159 -2.1149
H -3.1497 4.4627 -1.9534
C 2.5889 -9.3614 -4.2807
C 1.3816 -8.8443 -3.4462
C 0.2917 -9.9466 -3.3168
C -0.5739 -10.1339 -4.5574
C -1.1269 -8.7998 -5.0486
C -0.0131 -7.7462 -5.2782
N 0.8707 -7.5812 -4.0766
O 0.1416 -6.8777 -3.1005
C 0.8213 -8.1586 -6.5218
C -0.6735 -6.4009 -5.7190
C 1.9771 -8.6266 -2.0135
H 3.0367 -8.5637 -4.8841
H 3.4024 -9.7384 -3.6486
H 2.3149 -10.1848 -4.9475
H -0.3776 -9.7014 -2.4799
H 0.7559 -10.9066 -3.0609
H -0.0016 -10.6277 -5.3496
H -1.4076 -10.8058 -4.3221
H -1.6919 -8.9646 -5.9743
H -1.8553 -8.4277 -4.3138
H 1.6468 -7.4589 -6.6935
H 0.2005 -8.1563 -7.4257
H 1.2379 -9.1634 -6.4586
H -1.3954 -6.0234 -4.9882
H -1.2284 -6.5239 -6.6566
H 0.0815 -5.6275 -5.8827
H 2.7397 -7.8392 -2.0147
H 2.4500 -9.5458 -1.6461
H 1.2116 -8.3660 -1.2749
C -0.1011 4.5657 5.9397
C 0.7857 3.5774 5.1283
C 1.9345 3.0167 6.0147
C 3.0998 3.9760 6.2273
C 3.5911 4.5469 4.9008
C 2.4505 5.2009 4.0795
N 1.2801 4.2794 3.8969
O 1.6494 3.2965 2.9605
C 2.0116 6.5138 4.7843
C 3.0308 5.7010 2.7182
C -0.1722 2.3774 4.8169
H -0.4772 5.3821 5.3129
H -0.9948 4.0819 6.3528
H 0.4299 5.0023 6.7913
H 2.3372 2.1030 5.5548
H 1.5418 2.7145 6.9929
H 2.8093 4.7823 6.9087
H 3.9234 3.4454 6.7193
H 4.3860 5.2769 5.0969
H 4.0608 3.7392 4.3213
H 1.1765 6.9862 4.2551
H 2.8343 7.2385 4.8051
H 1.7184 6.3778 5.8248
H 3.4946 4.8994 2.1349
H 3.8140 6.4517 2.8766
H 2.2525 6.1621 2.1046
H -1.0005 2.6869 4.1689
H -0.6062 1.9773 5.7416
H 0.3456 1.5387 4.3398
*
```